Record 1
ORCA calculation (the ωB97M-V functional and the def2-TZVPD basis) on C33H52N9OPb as an isolated structure.

Cartesian coordinates (Å):
Pb: 0.489 -0.139 0.040
C: -0.600 -2.596 3.264
C: 0.342 -3.623 2.638
C: 0.899 -3.230 1.265
N: 1.521 -1.923 1.241
C: 2.683 -1.725 1.847
C: 3.469 -2.776 2.356
C: 4.670 -2.800 3.055
C: 5.408 -1.774 3.604
C: 5.073 -0.427 3.524
C: 4.088 0.195 2.792
C: 3.137 -0.304 1.857
N: 2.519 0.485 1.010
C: 2.954 1.854 0.782
C: 2.055 2.894 1.450
C: 0.683 2.995 0.777
N: -0.174 1.862 1.095
C: -1.209 1.938 1.905
C: -1.555 3.134 2.583
C: -2.630 3.506 3.369
C: -3.744 2.791 3.775
C: -3.962 1.456 3.487
C: -3.196 0.553 2.769
C: -1.987 0.661 2.039
N: -1.472 -0.367 1.395
C: -2.141 -1.653 1.377
C: -2.000 -2.505 2.649
H: -0.128 -1.611 3.241
H: -0.716 -2.854 4.318
H: -0.164 -4.590 2.546
H: 1.184 -3.772 3.316
H: 0.068 -3.211 0.547
H: 1.574 -4.018 0.906
H: 3.084 -3.762 2.137
H: 5.055 -3.799 3.235
H: 6.287 -2.039 4.177
H: 5.688 0.246 4.114
H: 4.049 1.268 2.919
H: 2.916 2.017 -0.302
H: 3.995 1.997 1.080
H: 2.547 3.869 1.399
H: 1.918 2.646 2.506
H: 0.836 2.991 -0.310
H: 0.231 3.958 1.007
H: -0.839 3.933 2.461
H: -2.585 4.534 3.715
H: -4.477 3.302 4.384
H: -4.869 1.030 3.905
H: -3.626 -0.437 2.757
H: -1.725 -2.212 0.530
H: -3.207 -1.537 1.146
H: -2.369 -3.509 2.414
H: -2.670 -2.108 3.413
C: 4.490 1.040 -3.335
N: 3.386 1.202 -4.271
C: 3.653 1.439 -5.681
C: 2.134 1.080 -3.808
O: 1.854 0.842 -2.640
H: 5.421 0.979 -3.893
H: 4.360 0.133 -2.746
H: 4.538 1.883 -2.645
H: 4.518 2.091 -5.782
H: 2.802 1.938 -6.141
H: 3.853 0.511 -6.221
H: 1.361 1.228 -4.578
N: -1.856 -0.209 -2.749
C: -2.586 0.657 -2.501
N: -3.388 1.638 -2.198
C: -4.646 1.865 -2.925
C: -5.805 1.914 -1.940
C: -5.534 2.944 -0.845
C: -4.223 2.634 -0.125
C: -3.066 2.578 -1.109
H: -4.767 1.073 -3.662
H: -4.560 2.817 -3.458
H: -5.930 0.925 -1.490
H: -6.723 2.148 -2.482
H: -6.358 2.961 -0.132
H: -5.478 3.943 -1.291
H: -4.299 1.672 0.390
H: -4.003 3.385 0.634
H: -2.141 2.251 -0.635
H: -2.896 3.562 -1.557
N: 0.514 -4.723 -3.836
C: 1.500 -3.962 -3.069
C: 1.035 -2.518 -2.967
N: -0.372 -2.514 -2.480
H: 0.576 -5.714 -3.645
H: 0.647 -4.603 -4.833
H: -0.848 -3.292 -2.955
H: 2.508 -3.980 -3.489
H: 1.558 -4.389 -2.065
H: 1.035 -2.031 -3.942
H: 1.643 -1.927 -2.285
H: -0.400 -2.679 -1.473
H: -0.882 -1.604 -2.647

Computed properties:
**HOMO**: -8.8211 eV
**Gap between HOMO and LUMO**: 7.020 eV
**Net charge**: +1
**Multiplicity**: 1

Record 2
ORCA calculation (the ωB97M-V functional and the def2-TZVPD basis) on a single C19H19BrN2O3S molecule.

Cartesian coordinates (Å):
C: -4.527 -1.110 -0.771
C: -3.035 -1.003 -0.856
C: -2.458 -0.577 -2.058
C: -1.097 -0.477 -2.206
C: -0.251 -0.821 -1.147
C: 1.171 -0.760 -1.239
C: 1.981 -1.109 -0.215
C: 3.474 -1.069 -0.348
C: 4.158 -0.281 0.769
N: 3.527 1.008 1.004
S: 2.971 2.045 -0.164
O: 3.290 1.617 -1.494
O: 3.363 3.366 0.241
C: 1.191 1.978 0.058
C: 0.652 1.639 1.283
C: -0.720 1.687 1.461
C: -1.521 2.089 0.405
Br: -3.393 2.164 0.654
C: -0.987 2.440 -0.823
C: 0.387 2.386 -0.989
C: 1.406 -1.573 1.043
O: 2.031 -1.935 2.027
N: 0.029 -1.589 1.081
C: -0.824 -1.245 0.065
C: -2.219 -1.320 0.224
C: -2.783 -1.745 1.550
H: -4.975 -0.897 -1.738
H: -4.926 -0.397 -0.051
H: -4.827 -2.111 -0.467
H: -3.105 -0.323 -2.884
H: -0.664 -0.145 -3.137
H: 1.603 -0.418 -2.169
H: 3.864 -2.090 -0.305
H: 3.727 -0.632 -1.314
H: 4.076 -0.844 1.703
H: 5.219 -0.160 0.512
H: 3.981 1.543 1.727
H: 1.303 1.329 2.084
H: -1.163 1.428 2.411
H: -1.632 2.753 -1.630
H: 0.847 2.651 -1.927
H: -0.366 -1.933 1.948
H: -2.600 -2.806 1.724
H: -2.325 -1.181 2.363
H: -3.852 -1.574 1.593

Computed properties:
**HOMO**: -8.3379 eV
**Gap between HOMO and LUMO**: 8.517 eV
**SMILES**: Cc1ccc2cc(CCNS(=O)(=O)c3ccc(Br)cc3)c(=O)[nH]c2c1C
**Relative energy (zero: lowest compared OMol25 entry of this formula, charge and spin)**: 0.00 kcal per mole
**Multiplicity**: 1

Record 3
ORCA calculation (the ωB97M-V functional and the def2-TZVPD basis) on C24H20BrClF4IN3O4Ti as an isolated structure at a distorted geometry.

Cartesian coordinates (Å):
Ti: -1.279 0.290 0.742
C: 1.349 -1.454 -3.052
N: -0.013 -0.987 -3.127
C: -0.831 -1.795 -3.993
C: -0.138 0.442 -3.354
C: -0.482 1.249 -2.093
N: -1.497 0.615 -1.277
C: -2.703 0.319 -1.798
C: -3.469 -0.698 -1.171
F: -2.887 -1.358 -0.143
C: -4.708 -1.088 -1.588
F: -5.342 -2.075 -0.924
C: -5.314 -0.522 -2.702
C: -4.581 0.443 -3.356
F: -5.107 1.036 -4.457
C: -3.333 0.855 -2.939
F: -2.731 1.840 -3.656
H: 1.840 -1.485 -4.046
H: 1.384 -2.454 -2.613
H: 1.933 -0.800 -2.406
H: -0.486 -1.788 -5.047
H: -1.865 -1.444 -3.967
H: -0.822 -2.832 -3.646
H: -0.915 0.615 -4.103
H: 0.797 0.846 -3.770
H: -0.762 2.257 -2.400
H: 0.412 1.346 -1.473
H: -6.302 -0.813 -3.026
O: 1.474 -2.511 1.602
C: 0.534 -1.720 1.657
O: 0.240 -0.854 0.650
C: -0.414 -1.563 2.745
C: -0.512 -2.234 3.932
C: -1.575 -1.969 4.817
C: -2.585 -1.033 4.418
C: -2.480 -0.370 3.249
N: -1.364 -0.569 2.418
C: -3.441 0.543 2.583
O: -4.497 0.922 3.060
O: -2.994 0.878 1.371
H: 0.241 -2.980 4.165
H: -1.651 -2.496 5.760
H: -3.463 -0.854 5.032
Cl: -1.186 3.379 0.529
C: -0.376 2.037 1.528
H: -0.670 2.249 2.553
H: 0.692 2.223 1.426
Br: 5.721 1.812 -1.306
C: 5.882 1.552 0.563
C: 7.070 1.956 1.156
C: 7.257 1.784 2.521
C: 6.258 1.210 3.278
C: 5.075 0.812 2.679
C: 4.868 0.978 1.307
I: 3.046 0.325 0.550
H: 7.840 2.405 0.544
H: 8.185 2.099 2.983
H: 6.393 1.068 4.344
H: 4.287 0.362 3.271

Computed properties:
**HOMO (spin up / spin down)**: 0.7582 / 0.7557 eV
**Gap between HOMO and LUMO (spin up / spin down)**: 2.905 / 2.907 eV
**Net charge**: -2
**Relative energy (zero: lowest compared OMol25 entry of this formula, charge and spin)**: 29.69 kcal per mole
**Multiplicity**: 1

Record 4
ORCA calculation (the ωB97M-V functional and the def2-TZVPD basis) on C56H50Cl5GeN5O3PRbS2Sb as an isolated structure.

Cartesian coordinates (Å):
Rb: -0.755 -0.383 -0.314
C: -2.489 -4.089 6.418
C: -3.511 -3.170 6.223
C: -3.358 -2.143 5.302
C: -2.181 -2.010 4.569
C: -1.173 -2.951 4.757
C: -1.322 -3.978 5.677
P: -1.908 -0.641 3.362
C: -3.640 -0.224 2.912
C: -4.194 1.054 2.981
C: -5.465 1.302 2.481
C: -6.199 0.277 1.902
C: -5.647 -0.992 1.807
C: -4.377 -1.239 2.298
C: -1.474 0.738 4.536
C: -2.364 1.184 5.478
C: -2.202 2.421 6.131
C: -1.172 3.241 5.773
C: -0.203 2.814 4.833
C: 0.838 3.686 4.421
C: 1.770 3.281 3.516
C: 1.778 1.942 3.072
C: 0.814 1.069 3.488
C: -0.292 1.506 4.288
H: -2.611 -4.897 7.129
H: -4.437 -3.258 6.778
H: -4.178 -1.454 5.140
H: -0.272 -2.902 4.162
H: -0.529 -4.705 5.797
H: -3.638 1.871 3.422
H: -5.874 2.304 2.536
H: -7.184 0.475 1.498
H: -6.182 -1.787 1.304
H: -3.936 -2.220 2.163
H: -3.256 0.601 5.678
H: -2.931 2.744 6.865
H: -1.075 4.232 6.201
H: 0.861 4.691 4.829
H: 2.533 3.961 3.161
H: 2.562 1.584 2.415
N: -2.339 4.090 -3.201
C: -1.799 4.052 -4.500
C: -1.622 5.216 -5.231
C: -1.097 5.162 -6.518
C: -0.716 3.946 -7.060
C: -0.868 2.782 -6.314
C: -1.436 2.826 -5.051
S: -1.679 1.352 -4.109
N: -1.640 1.941 -2.539
C: -1.965 3.130 -2.257
C: -1.944 3.549 -0.820
C: -2.049 4.875 -0.416
C: -1.985 5.170 0.939
C: -1.812 4.141 1.843
C: -1.712 2.850 1.338
N: -1.786 2.558 0.052
H: -2.502 5.014 -2.846
H: -1.899 6.169 -4.793
H: -0.977 6.077 -7.084
H: -0.285 3.897 -8.052
H: -0.538 1.828 -6.710
H: -2.146 5.686 -1.125
H: -2.057 6.197 1.275
H: -1.744 4.320 2.907
H: -1.555 2.012 2.008
O: 0.876 -2.664 -0.909
H: 1.499 -2.701 -0.175
H: 0.637 -3.594 -1.097
O: 1.369 3.249 -0.481
H: 1.618 2.340 -0.211
H: 2.093 3.487 -1.071
Cl: 2.377 0.278 0.112
O: -1.119 -1.561 -3.050
N: -1.333 -2.731 -3.032
Cl: -3.525 -1.359 -0.871
S: 1.110 -0.677 3.164
C: 2.537 -0.791 4.090
N: 3.479 -0.891 4.749
Cl: -0.564 -5.468 -1.224
Ge: -2.176 -3.456 -1.010
Cl: -1.518 -3.139 1.206
Cl: -3.976 -4.797 -0.696
C: 4.937 -0.507 -5.278
C: 3.559 -0.575 -5.883
C: 3.449 -0.665 -7.271
C: 2.216 -0.729 -7.904
C: 1.061 -0.709 -7.139
C: 1.164 -0.621 -5.756
C: 2.394 -0.547 -5.099
Sb: 2.182 -0.431 -2.885
C: 3.524 -2.073 -2.447
C: 4.507 -1.940 -1.469
C: 5.301 -3.013 -1.082
C: 5.093 -4.256 -1.656
C: 4.074 -4.414 -2.583
C: 3.270 -3.348 -2.981
C: 2.114 -3.636 -3.903
C: 3.553 1.282 -2.891
C: 4.861 1.234 -2.417
C: 5.680 2.356 -2.392
C: 5.193 3.570 -2.849
C: 3.893 3.639 -3.327
C: 3.065 2.516 -3.354
C: 1.655 2.668 -3.858
H: 5.698 -0.747 -6.023
H: 5.039 -1.198 -4.441
H: 5.140 0.494 -4.893
H: 4.356 -0.694 -7.868
H: 2.162 -0.808 -8.984
H: 0.087 -0.783 -7.612
H: 0.256 -0.640 -5.160
H: 4.629 -0.995 -0.955
H: 6.055 -2.878 -0.315
H: 5.686 -5.110 -1.351
H: 3.860 -5.401 -2.978
H: 1.909 -4.706 -3.922
H: 2.314 -3.297 -4.920
H: 1.200 -3.147 -3.558
H: 5.269 0.297 -2.063
H: 6.691 2.278 -2.011
H: 5.817 4.457 -2.834
H: 3.504 4.586 -3.689
H: 1.452 3.701 -4.148
H: 0.939 2.385 -3.083
H: 1.473 2.030 -4.725

Computed properties:
**HOMO (spin up / spin down)**: -2.1615 / -1.9605 eV
**Gap between HOMO and LUMO (spin up / spin down)**: 5.328 / 5.127 eV
**Net charge**: -2
**Relative energy (zero: lowest compared OMol25 entry of this formula, charge and spin)**: 0.00 kcal per mole
**Multiplicity**: 2
**<S²>**: 0.781

Record 5
ORCA calculation (the ωB97M-V functional and the def2-TZVPD basis) on a single C5H7BrN2 molecule at a distorted geometry.

Cartesian coordinates (Å):
C: 0.952 -0.520 -1.385
C: -0.424 -1.193 -1.331
C: -0.171 0.363 2.684
C: -0.310 1.192 0.182
C: 0.095 -0.279 -0.138
N: 0.217 -0.495 1.982
N: 0.405 -1.082 0.962
Br: -1.589 1.775 -1.201
H: 1.889 -1.045 -1.332
H: 0.995 0.330 -1.970
H: -1.157 -0.862 -1.997
H: -0.619 -2.266 -1.200
H: 0.058 0.913 3.537
H: 0.530 1.913 0.068
H: -0.871 1.255 1.138

Computed properties:
**HOMO**: -8.0627 eV
**Gap between HOMO and LUMO**: 8.565 eV
**Relative energy (zero: lowest compared OMol25 entry of this formula, charge and spin)**: 100.63 kcal per mole
**Multiplicity**: 1